{
  "formula": "C18H24CrFN3O10P2S",
  "method": "ωB97M-V with the def2-TZVPD basis set",
  "elements": ["Cr", "O", "N", "C", "C", "C", "C", "C", "S", "H", "H", "H", "H", "C", "C", "O", "P", "O", "O", "O", "P", "O", "O", "O", "H", "H", "H", "H", "H", "H", "H", "C", "C", "N", "O", "C", "C", "N", "O", "H", "H", "H", "H", "H", "H", "H", "F", "C", "C", "C", "C", "C", "C", "C", "H", "H", "H", "H", "H", "H"],
  "positions_angstrom": [[-0.0928, 0.9216, -1.0232], [3.1326, 0.7045, 1.1623], [2.4956, -0.3511, 1.5628], [3.1271, -1.5446, 1.5383], [2.4820, -2.7003, 1.9255], [1.1804, -2.6378, 2.3705], [0.5648, -1.3985, 2.4320], [1.2291, -0.2729, 2.0062], [0.4684, 1.2928, 2.2811], [4.1407, -1.5043, 1.1740], [3.0199, -3.6373, 1.8768], [0.6425, -3.5302, 2.6643], [-0.4528, -1.2852, 2.7836], [0.4347, -2.3683, -3.7188], [1.5064, -1.3780, -3.2897], [2.7116, -1.5501, -4.0465], [1.8635, -1.5029, -1.5261], [2.0265, -3.0782, -1.1836], [3.3182, -0.9526, -1.2575], [0.7710, -0.9969, -0.6157], [0.9613, 0.4148, -3.4293], [-0.5269, 0.4033, -3.0308], [1.3343, 0.8305, -4.8110], [1.6656, 1.0780, -2.2136], [0.8113, -3.3916, -3.6495], [0.1577, -2.1547, -4.7515], [-0.4572, -2.2601, -3.0987], [2.7429, -0.7730, -4.6301], [1.4115, -3.2905, -0.4697], [3.2825, -0.1156, -0.7511], [-0.9958, 2.3100, -3.1694], [-0.9685, 3.8175, 2.1373], [-0.6396, 3.0565, 0.8843], [0.0718, 1.8229, 0.8537], [1.8043, 2.0849, 2.8271], [-1.0419, 3.4861, -0.3564], [-1.7422, 4.7936, -0.5916], [-0.7567, 2.6215, -1.3730], [-1.1057, 3.1203, -2.6314], [-0.1511, 3.8075, 2.8639], [-1.8599, 3.4159, 2.6379], [-1.1748, 4.8590, 1.8944], [2.4979, 1.9011, 2.1417], [-1.1114, 5.6402, -0.3034], [-2.6687, 4.8517, -0.0159], [-1.9837, 4.8923, -1.6450], [-2.7738, -3.6356, 3.5431], [-2.5919, -2.6782, 2.5832], [-2.8369, -1.3620, 2.8881], [-2.6398, -0.3960, 1.8944], [-2.2344, -0.7231, 0.5878], [-2.0855, 0.3052, -0.4568], [-2.0026, -2.0925, 0.3427], [-2.1688, -3.0609, 1.3225], [-3.1816, -1.0939, 3.8820], [-2.8514, 0.6456, 2.1225], [-2.6439, 1.2023, -0.1782], [-2.4294, -0.0640, -1.4283], [-1.6878, -2.3867, -0.6523], [-1.9986, -4.1122, 1.1145]],
  "atomic_forces_ev_per_a": [[-0.5268, 0.2234, -0.5541], [0.2019, 0.0633, -0.4456], [0.4805, -0.2352, 0.2042], [-0.0418, -0.0602, 0.1211], [0.3276, 0.0923, -0.0181], [-0.3524, 0.0310, 0.1234], [-0.2213, -0.1578, 0.0058], [-0.3124, -0.2682, 0.1579], [0.3415, 0.7662, 0.2029], [-0.0300, 0.0414, -0.0078], [0.0158, 0.0415, -0.0496], [0.0035, 0.0732, 0.0328], [0.0689, -0.0614, 0.0018], [0.0213, -0.0175, 0.0723], [0.2689, 0.2434, -0.1282], [-0.2573, -0.0962, 0.1777], [-0.4289, -0.2839, -0.0046], [0.0969, 0.0635, -0.0885], [-0.0033, -0.0203, 0.4485], [0.4335, -0.2477, -0.2940], [-0.0941, 0.1517, -0.0620], [0.0022, 0.1147, -0.0934], [0.1986, -0.1758, 0.1897], [-0.1023, -0.0713, 0.0920], [0.0006, 0.0308, -0.0259], [-0.0074, 0.0133, 0.0066], [0.0116, 0.0059, -0.0235], [-0.0650, 0.0516, -0.0361], [-0.0191, 0.0117, -0.0718], [0.0310, 0.2073, -0.3647], [-0.0049, -0.0378, -0.0475], [0.0453, -0.2394, 0.0252], [-0.3642, 0.2113, -0.6988], [0.1835, 0.1228, 0.5321], [-0.5586, -0.1370, 0.1024], [0.2342, -0.2010, 0.4334], [-0.0178, 0.0159, -0.0153], [0.0115, 0.3127, 0.0612], [0.0573, -0.2746, 0.1269], [0.0086, 0.0117, -0.0224], [0.0704, 0.0172, 0.0224], [0.0071, -0.0341, 0.0078], [0.2345, -0.1067, -0.0931], [-0.0363, -0.0541, -0.0126], [0.0165, 0.0142, -0.0240], [-0.0193, 0.0260, 0.0064], [0.0155, 0.0199, -0.0340], [0.0384, -0.1648, -0.0038], [0.0006, 0.3767, -0.0796], [-0.0956, -0.1048, 0.1127], [-0.1409, 0.1327, -0.0468], [0.1164, -0.5197, 0.1807], [0.0553, -0.0032, 0.0463], [-0.0321, 0.0324, -0.1294], [0.0378, -0.0010, -0.0872], [0.0088, -0.0670, 0.0022], [0.0632, 0.0356, -0.0359], [0.0239, 0.0377, 0.0746], [0.0069, -0.0057, 0.0331], [-0.0080, 0.0533, -0.0060]],
  "multiplicity": 2,
  "homo_lumo_gap_ev": [5.85, 5.27],
  "max_force_ha_per_bohr": 0.01678,
  "total_charge": -1,
  "homo_ha": [-0.1511, -0.1289],
  "energy_ha": -3842.36779,
  "e_lumo_ev": [1.74, 1.76]
}

{
  "formula": "C6H10O",
  "method": "ωB97M-V with the def2-TZVPD basis set",
  "elements": ["C", "C", "O", "C", "C", "C", "C", "H", "H", "H", "H", "H", "H", "H", "H", "H", "H"],
  "positions_angstrom": [[-2.0009, -0.0660, 0.3303], [-0.5902, -0.2588, 0.8434], [-0.1730, -1.6269, 1.0022], [1.0397, -1.4549, 0.2771], [0.7007, -0.9608, -1.0957], [0.5322, 0.1105, -0.1133], [1.1249, 1.5012, -0.2359], [-2.2437, 1.0037, 0.3094], [-2.1129, -0.4654, -0.6832], [-2.7195, -0.5655, 0.9837], [-0.4832, 0.2308, 1.8240], [1.7897, -0.8358, 0.7551], [1.5523, -0.8734, -1.7635], [-0.1887, -1.3797, -1.5532], [0.4430, 2.1029, -0.8633], [1.2306, 2.0280, 0.7222], [2.0988, 1.5100, -0.7394]],
  "atomic_forces_ev_per_a": [[-0.1784, -0.0534, 0.0353], [-0.4855, 0.2834, -0.0590], [0.0815, 0.0455, -0.0132], [-0.1209, 1.5836, -0.0889], [-0.0915, 0.0837, -0.4306], [-0.7379, 0.3302, -0.5155], [-0.0472, -0.2337, 0.0416], [0.0584, -0.1576, 0.0143], [0.0157, 0.0214, 0.1797], [-0.0038, 0.0314, -0.0339], [0.1262, 0.0392, -0.2277], [1.3010, -1.2468, 0.8802], [-0.1143, 0.1502, -0.0111], [0.1641, -0.3137, 0.0488], [0.2207, -0.1766, 0.1954], [-0.0303, -0.2593, -0.1201], [-0.1579, -0.1274, 0.1048]],
  "homo_lumo_gap_ev": 9.25,
  "max_force_ha_per_bohr": 0.03900,
  "total_charge": 0,
  "homo_ha": -0.3039,
  "smiles": "C[C@H]1O[C@H]2C[C@]21C",
  "energy_ha": -309.72947,
  "e_lumo_ev": 0.98
}